Here is a 2-piece molecular cluster, C6H12O overall at a distorted geometry from OMol25. Energies are from ωB97M-V/def2-TZVPD.

```
19
Properties=species:S:1:pos:R:3:forces:R:3:mulliken_spin:R:1
C -0.9058 -0.4204 0.8581 0.873 -0.137 -0.331 0.14
C -0.4240 0.3204 -0.3240 1.556 0.585 -3.270 0.34
C -0.8647 1.6555 -0.4997 -0.221 -0.345 -0.649 0.43
C 2.7812 0.1214 -2.6597 2.241 -2.102 -0.291 -0.04
C 1.6931 0.3029 -1.6441 1.156 0.906 0.298 0.20
C 0.5115 -0.3181 -1.4718 -2.038 2.589 4.702 -0.16
H -0.0407 -0.8664 1.3793 -0.683 -0.372 0.478 0.02
H -1.6805 -1.1291 0.5487 0.035 -0.756 0.203 -0.02
H -1.4562 0.3377 1.3971 0.121 0.018 0.825 -0.03
H -0.6816 2.3886 0.2509 -0.524 0.612 1.070 0.00
H -1.6029 1.9345 -1.2653 0.800 0.227 -0.406 0.02
H 3.0365 -0.9788 -2.8904 -0.776 1.151 0.160 0.01
H 2.7347 0.5932 -3.6496 -0.569 0.196 0.136 0.01
H 3.7981 0.4372 -2.2718 -1.140 0.079 -0.067 0.00
H 2.0280 1.0906 -0.8805 -1.232 -0.936 -1.161 0.03
H 0.0243 -1.2208 -1.6770 0.380 -1.731 -1.650 0.03
H -2.3190 -1.1417 5.2181 0.872 0.377 0.122 0.00
H -3.4393 -1.6082 4.2710 0.724 0.350 3.807 0.00
O -3.1927 -1.4986 5.3107 -1.575 -0.710 -3.975 0.01
```
Positions in Å, forces in eV/Å.

Computed properties:
<S²>: 0.764
Relative energy (zero: lowest compared OMol25 entry of this formula, charge and spin): 86.2 kcal per mole
Multiplicity: 2
Total charge: -1
LUMO (spin up / spin down): 3.3 / 3.2 eV
Gap between HOMO and LUMO (spin up / spin down): 3.42 / 4.72 eV



Here is one molecule with the formula C6H12O from OMol25. Energies are from ωB97M-V/def2-TZVPD.

```
19
Properties=species:S:1:pos:R:3:forces:R:3:nbo_charge:R:1
C 1.0004 0.6265 1.0173 0.020 0.125 0.044 -0.40
C 1.9878 -0.0140 0.0320 -0.011 -0.024 -0.020 -0.62
O -0.0942 -1.5266 -1.8763 -0.293 -0.067 0.392 -0.53
C -0.5229 -1.4921 -0.7486 0.114 -0.024 -0.334 0.46
C -0.4278 0.0591 1.1717 0.009 -0.029 0.078 -0.39
C -1.2118 -0.3132 -0.1029 0.056 0.032 -0.058 -0.34
C -1.4586 0.8391 -1.0696 0.038 0.082 -0.026 -0.61
H 1.4509 0.5822 2.0165 -0.076 0.103 -0.099 0.21
H 0.9331 1.6922 0.7695 -0.026 -0.096 0.024 0.20
H 2.9734 0.4403 0.1866 -0.149 -0.084 -0.039 0.21
H 2.1082 -1.0950 0.1709 -0.099 0.147 0.047 0.20
H 1.7128 0.1536 -1.0140 -0.023 -0.046 0.188 0.22
H -0.4154 -2.3713 -0.0712 0.025 0.059 -0.134 0.10
H -1.0140 0.8082 1.7189 0.048 -0.151 -0.037 0.22
H -0.4034 -0.8288 1.8188 0.071 0.084 -0.106 0.20
H -2.1833 -0.7096 0.2391 0.173 0.025 -0.043 0.22
H -1.7943 0.4656 -2.0416 0.050 0.050 0.149 0.23
H -2.2257 1.5152 -0.6761 0.162 -0.092 -0.015 0.21
H -0.5475 1.4211 -1.2383 -0.089 -0.093 -0.011 0.21
```
Positions in Å, forces in eV/Å.

Computed properties:
Relative energy (zero: lowest compared OMol25 entry of this formula, charge and spin): 12.3 kcal per mole
SMILES: CCC[C@@H](C)C=O
LUMO: 1.0 eV
Gap between HOMO and LUMO: 10.66 eV



Here is one molecule with the formula C6H12O at a distorted geometry from OMol25. Energies are from ωB97M-V/def2-TZVPD.

```
19
Properties=species:S:1:pos:R:3:forces:R:3:nbo_charge:R:1
C -0.7922 1.3112 -0.9900 -0.202 -0.133 0.026 -0.70
C -0.5288 1.2025 0.4644 -0.611 0.184 -1.132 0.38
O -0.0711 2.2484 1.1555 0.405 1.033 0.512 -0.66
C -0.8478 -0.0117 1.1724 0.648 -0.307 -0.033 -0.50
C 0.5319 -0.7091 1.0692 -0.530 -1.529 -0.197 -0.36
C 1.2491 -0.8471 -0.2718 0.263 0.324 0.030 -0.47
C 0.3598 -1.9065 -0.8904 0.285 0.624 -1.099 -0.51
H -1.8753 1.2362 -1.1620 0.037 0.109 -0.130 0.22
H -0.3517 0.4577 -1.5376 -0.114 0.323 0.028 0.24
H -0.4331 2.2519 -1.4219 -0.002 -0.145 0.045 0.21
H 0.2670 2.9232 0.5495 -0.094 -0.163 0.183 0.48
H -1.0844 0.1560 2.2251 -0.045 -0.064 -0.116 0.24
H -1.6333 -0.5991 0.6808 0.090 0.151 0.110 0.21
H 1.1671 -0.4499 1.9253 -0.086 -0.316 -0.152 0.21
H 0.1943 -1.9282 0.7272 0.166 0.470 1.381 0.24
H 2.2207 -1.3000 -0.0446 -0.120 0.052 -0.058 0.21
H 1.4741 0.0901 -0.8152 -0.161 -0.291 -0.013 0.18
H 0.7918 -2.5642 -1.6508 -0.070 -0.112 0.329 0.19
H -0.6382 -1.5612 -1.1848 0.141 -0.210 0.285 0.17
```
Positions in Å, forces in eV/Å.

Computed properties:
Relative energy (zero: lowest compared OMol25 entry of this formula, charge and spin): 135.1 kcal per mole
LUMO (spin up / spin down): 0.7 / 0.1 eV
Gap between HOMO and LUMO (spin up / spin down): 8.17 / 6.03 eV



Here is a 2-piece molecular cluster, C6H12O overall at a distorted geometry from OMol25. Energies are from ωB97M-V/def2-TZVPD.

```
19
Properties=species:S:1:pos:R:3:forces:R:3:nbo_charge:R:1
C -1.7994 -2.1060 -1.3917 0.414 -1.652 -0.816 -0.63
C -0.4277 -2.5067 -0.6533 -2.700 -1.725 1.964 -0.44
C 0.0973 -1.5209 0.4896 -0.354 0.831 -1.066 0.02
C 1.4568 -1.5688 0.6356 -2.893 2.818 2.756 -0.45
C -0.5363 0.9586 1.0508 0.315 -1.043 1.412 -0.41
C -0.9345 -0.3588 1.1622 1.287 -0.053 -2.188 -0.22
H -1.6687 -1.1160 -1.8300 -0.718 0.255 0.579 0.21
H -2.6159 -2.3292 -0.6607 0.536 1.232 -0.510 0.21
H -2.1849 -2.7486 -2.3091 1.563 0.757 1.750 0.22
H 0.4006 -2.8098 -1.2893 -0.106 0.428 -0.189 0.21
H -0.7595 -3.4995 -0.1217 0.859 1.563 -0.728 0.20
H 1.8286 -0.7352 1.3820 0.080 -2.264 -1.515 0.21
H 1.9588 -2.4372 0.2572 0.770 0.272 -0.242 0.22
H -1.1881 1.8763 1.3954 1.418 -2.086 -0.762 0.22
H 0.6057 1.0943 0.8589 -2.374 0.188 -0.023 0.21
H -2.0081 -0.6782 1.4195 1.905 0.484 -0.418 0.22
H 1.1934 5.2002 -0.1760 1.004 0.743 -0.705 0.47
H 2.1865 5.0906 -1.3716 -0.367 0.777 0.877 0.47
O 1.8893 5.7135 -0.6642 -0.638 -1.525 -0.173 -0.94
```
Positions in Å, forces in eV/Å.

Computed properties:
Relative energy (zero: lowest compared OMol25 entry of this formula, charge and spin): 91.3 kcal per mole
SMILES: C=CC(=C)CC.O
LUMO: 0.6 eV
Gap between HOMO and LUMO: 9.74 eV



Here is one molecule with the formula C6H12O at a distorted geometry from OMol25. Energies are from ωB97M-V/def2-TZVPD.

```
19
Properties=species:S:1:pos:R:3:forces:R:3:nbo_charge:R:1
C 1.7679 -0.8432 -0.7453 0.014 -0.176 0.097 -0.63
C 1.0222 0.3459 -0.1662 0.128 -0.140 0.181 0.11
O 0.9489 1.2953 -1.2311 0.190 -0.049 -0.169 -0.73
C -1.1326 1.3489 0.1740 -0.402 0.039 -0.167 -0.41
C -0.3936 0.0868 0.4469 0.114 0.009 0.036 -0.09
C -0.5042 -0.7405 1.6960 0.046 -0.059 0.079 -0.60
C -1.3609 0.0258 -0.6743 -0.193 0.148 0.026 -0.46
H 2.6714 -0.4444 -1.2186 -0.093 -0.193 0.146 0.23
H 2.0505 -1.5933 -0.0043 -0.062 -0.009 0.004 0.21
H 1.1753 -1.3157 -1.5380 0.041 -0.011 0.174 0.20
H 1.6206 0.8264 0.6187 0.023 -0.099 -0.063 0.18
H -2.0840 1.6254 0.6020 0.004 -0.381 0.626 0.22
H -0.4751 2.2150 0.0881 -0.521 -0.237 -0.938 0.24
H 0.1181 -0.3300 2.4976 -0.028 -0.056 -0.036 0.21
H -0.1967 -1.7748 1.5127 0.019 0.074 0.046 0.21
H -1.5410 -0.7607 2.0499 0.165 0.032 -0.078 0.22
H 0.1026 1.1316 -1.6759 0.449 0.281 -0.108 0.48
H -2.3885 -0.2745 -0.5028 0.172 -0.274 0.269 0.22
H -0.9878 -0.4482 -1.5943 -0.068 1.100 -0.125 0.22
```
Positions in Å, forces in eV/Å.

Computed properties:
Relative energy (zero: lowest compared OMol25 entry of this formula, charge and spin): 49.4 kcal per mole
SMILES: C[C@@H](O)C1(C)CC1
LUMO: 1.0 eV
Gap between HOMO and LUMO: 10.68 eV



Here is a 2-piece molecular cluster, C6H12O overall from OMol25. Energies are from ωB97M-V/def2-TZVPD.

```
19
Properties=species:S:1:pos:R:3:forces:R:3:nbo_charge:R:1
C 1.9033 -0.8422 -0.4189 0.033 0.008 -0.014 -0.66
C 0.5107 -0.9534 0.1313 -0.073 -0.217 -0.315 0.31
O 0.3379 -0.4434 1.3968 0.079 0.141 0.011 -0.70
C 0.2395 2.3275 -0.4718 -0.096 0.049 0.132 -0.40
C -0.5354 2.5228 0.5906 0.084 0.018 -0.162 -0.39
C -1.8974 -1.6349 0.0737 -0.071 0.017 0.052 -0.64
C -0.5097 -1.5470 -0.4894 0.141 0.039 0.069 -0.27
H 2.2174 0.2092 -0.4815 -0.069 -0.145 0.027 0.21
H 1.9696 -1.2739 -1.4210 -0.044 0.056 0.152 0.22
H 2.6166 -1.3578 0.2349 -0.106 0.070 -0.075 0.22
H 0.7918 0.4102 1.4400 -0.065 -0.130 0.044 0.48
H 1.2235 2.7837 -0.5566 -0.154 -0.020 0.032 0.19
H -0.0809 1.6947 -1.2963 0.040 0.090 0.133 0.21
H -0.2253 3.1497 1.4238 -0.015 -0.065 -0.143 0.19
H -1.5181 2.0637 0.6666 0.167 0.034 -0.013 0.20
H -2.6510 -1.4769 -0.7062 0.118 -0.023 0.107 0.21
H -2.0402 -0.8848 0.8571 0.005 -0.134 -0.107 0.22
H -0.3125 -2.0162 -1.4508 0.008 0.085 0.144 0.20
H -2.0920 -2.6190 0.5189 0.018 0.126 -0.074 0.21
```
Positions in Å, forces in eV/Å.

Computed properties:
Relative energy (zero: lowest compared OMol25 entry of this formula, charge and spin): 38.6 kcal per mole
SMILES: C/C=C(/C)O.C=C
LUMO: 1.0 eV
Gap between HOMO and LUMO: 9.52 eV